ClH2N2O | the ωB97M-V functional and the def2-TZVPD basis

```
! wB97M-V def2-TZVPD RIJCOSX def2/J DEFGRID3
* xyz -1 1
H 0.340 -0.757 0.116
O 0.234 0.217 -0.004
N 3.142 -0.460 0.446
Cl -2.680 -0.708 0.098
H -0.813 0.076 -0.247
N 2.860 -1.075 -0.425
*
```

Properties
Energy   -17585.651 eV
Highest occupied orbital energy   -4.23 eV
Gap between HOMO and LUMO   0.3302 Eh



H3N3O3S | the ωB97M-V functional and the def2-TZVPD basis

```
! wB97M-V def2-TZVPD RIJCOSX def2/J DEFGRID3
* xyz 0 1
N 0.609 -0.336 -0.735
S -2.560 1.409 0.170
H 1.494 -3.017 0.382
O -1.082 1.634 -0.491
H -2.382 0.181 0.422
N 1.039 0.512 -0.033
H -0.465 1.624 0.404
O 1.147 -1.516 -0.909
N 0.934 1.601 0.353
O 1.266 -2.091 0.436
*
```

Properties
Energy   -21487.087 eV
Highest occupied orbital energy   -8.73 eV
Gap between HOMO and LUMO   0.2849 Eh



C10H40N10O10 | the ωB97M-V functional and the def2-TZVPD basis

```
! wB97M-V def2-TZVPD RIJCOSX def2/J DEFGRID3
* xyz 0 1
H -9.077 -15.425 -8.493
H -4.389 -17.550 -4.403
N -11.143 -24.216 -8.341
H -10.278 -22.105 -6.158
H -7.783 -14.256 -4.828
N -7.077 -18.203 -7.907
H -3.052 -15.496 -7.577
H -9.036 -18.621 -6.653
C -3.478 -17.378 -8.171
H -6.046 -16.211 -2.633
H -6.119 -18.177 -8.219
H -7.652 -21.521 -10.079
N -5.037 -20.928 -10.707
H -7.154 -16.557 -10.224
N -2.887 -20.517 -10.007
C -11.323 -18.352 -4.385
N -7.862 -14.106 -5.817
N -10.212 -23.012 -6.586
H -6.769 -18.728 -2.967
C -6.989 -16.939 -11.232
H -7.545 -24.306 -10.009
H -10.618 -17.875 -3.702
H -9.388 -23.579 -6.589
H -6.937 -23.143 -8.781
H -6.006 -17.223 -5.127
H -7.892 -16.864 -11.838
O -7.464 -19.403 -2.942
H -12.884 -17.342 -3.741
H -5.031 -15.935 -4.557
H -5.676 -16.649 -12.657
N -3.614 -16.020 -8.223
C -5.309 -16.972 -4.327
H -7.973 -13.151 -6.109
H -4.287 -15.587 -8.825
N -8.933 -19.366 -7.318
H -8.954 -20.170 -4.120
H -1.806 -17.196 -6.945
O -3.409 -22.479 -11.039
H -11.966 -24.350 -8.898
H -7.349 -20.278 -4.799
O -5.948 -17.057 -3.068
H -10.265 -24.664 -8.516
H -5.733 -21.519 -11.122
H -11.078 -19.415 -4.416
H -8.233 -18.725 -4.787
O -12.293 -22.525 -7.409
C -8.367 -15.109 -6.599
H -3.248 -19.691 -9.541
H -7.461 -17.421 -7.393
N -2.490 -17.814 -7.338
H -2.027 -20.893 -9.652
O -7.505 -20.171 -8.928
H -11.181 -18.022 -5.421
C -11.268 -23.188 -7.438
H -8.657 -13.782 -8.132
H -6.032 -23.376 -10.225
O -5.925 -16.212 -11.839
H -6.661 -17.965 -11.045
O -7.798 -22.355 -10.556
C -7.824 -19.332 -8.089
H -9.658 -20.040 -7.483
O -8.447 -16.269 -6.212
C -3.752 -21.378 -10.630
H -5.271 -20.065 -10.250
H -2.521 -18.788 -7.100
C -7.067 -23.340 -9.853
N -8.764 -14.735 -7.835
O -12.674 -18.241 -4.003
O -4.209 -18.156 -8.773
C -8.011 -19.627 -4.215
*
```

Properties
Energy   -46398.087 eV
SMILES string   NC(N)=O.NC(N)=O.NC(N)=O.NC(N)=O.NC(N)=O.CO.CO.CO.CO.CO
Highest occupied orbital energy   -9.04 eV
Gap between HOMO and LUMO   0.3205 Eh